1.
{
  "formula": "C16H16Cl8OZr",
  "method": "ωB97M-V/def2-TZVPD",
  "total_charge": -2,
  "homo_ha": -0.05806,
  "e_tot_ha": -4423.33430,
  "gap_ev": 5.853,
  "elements": ["C", "H", "C", "H", "C", "H", "C", "Cl", "Cl", "H", "H", "Cl", "H", "C", "H", "Cl", "Cl", "C", "Cl", "C", "H", "C", "H", "H", "H", "C", "C", "C", "H", "H", "H", "O", "C", "Cl", "H", "C", "H", "C", "C", "Cl", "Zr", "C"],
  "xyz": [[-0.600, -1.140, 3.666], [2.239, 2.430, -1.117], [1.410, -0.063, -2.041], [1.586, 2.918, -2.696], [0.846, -0.441, 5.505], [0.639, 3.183, -1.207], [-2.080, -1.213, -2.683], [2.628, 0.582, 2.036], [-3.235, 0.087, 0.636], [3.155, -1.123, -1.434], [-0.019, -3.165, -2.301], [-1.340, -1.858, 6.179], [3.331, 0.638, -1.459], [-0.867, -0.540, -2.143], [-1.481, 2.854, -1.534], [3.064, 1.043, 5.129], [1.188, -0.322, 7.183], [1.391, 0.127, 3.174], [0.676, -2.080, 0.711], [0.466, -1.096, -2.261], [-2.727, 1.627, -1.697], [-0.707, 0.887, -1.914], [0.821, -2.574, -3.761], [-2.990, -0.613, -2.545], [3.336, -0.274, -2.986], [0.707, 1.153, -1.854], [2.884, -0.214, -1.985], [1.321, 2.489, -1.715], [1.728, -2.815, -2.252], [-2.273, -2.160, -2.151], [-1.930, -1.405, -3.765], [-0.341, 1.559, 0.919], [1.692, 0.197, 4.568], [-2.769, -3.296, 0.302], [0.189, 2.319, 1.243], [0.177, -0.400, 2.790], [-1.859, 2.208, -3.158], [-1.748, 1.942, -2.089], [0.765, -2.486, -2.663], [-1.843, -2.167, 3.084], [-0.905, -0.210, 0.431], [-0.308, -1.122, 5.051]],
  "lowdin_charge": [-0.75, 0.06, -0.26, 0.08, -0.73, 0.06, -0.10, 0.62, -0.07, 0.07, 0.08, 0.64, 0.06, -0.38, 0.06, 0.62, 0.61, -0.73, 0.04, -0.32, 0.03, -0.38, 0.07, 0.06, 0.07, -0.27, -0.07, -0.07, 0.06, 0.00, 0.08, -0.48, -0.73, -0.58, 0.04, -0.38, 0.08, -0.10, -0.09, 0.60, 1.14, -0.74]
}


2.
{
  "formula": "C24H26FSi",
  "method": "ωB97M-V/def2-TZVPD",
  "total_charge": 1,
  "homo_ha": -0.43246,
  "e_tot_ha": -1319.22939,
  "gap_ev": 6.000,
  "elements": ["C", "H", "H", "C", "H", "C", "H", "H", "C", "H", "H", "C", "H", "C", "H", "Si", "C", "C", "C", "H", "C", "C", "C", "C", "C", "H", "H", "C", "C", "H", "C", "C", "H", "H", "H", "H", "F", "C", "H", "H", "C", "C", "C", "H", "H", "H", "H", "H", "C", "C", "H", "H"],
  "xyz": [[-2.183, -0.251, -3.658], [-2.972, 2.341, 3.183], [0.939, -4.298, 1.690], [-0.990, 2.013, -2.567], [-3.335, 0.373, -0.671], [1.367, -1.608, -1.223], [-3.482, 1.115, -4.709], [-2.594, -1.148, -4.122], [2.616, -3.192, 2.509], [0.394, -2.080, -1.366], [-4.310, 1.467, 0.353], [-1.805, 3.302, 0.551], [0.661, 1.681, -0.674], [3.875, -0.511, -0.653], [-1.690, 3.419, -0.532], [-1.992, 1.531, 1.091], [-1.157, -0.387, -2.713], [3.722, -1.870, -0.899], [-0.510, 0.339, 0.481], [3.237, -4.080, 2.639], [1.332, -3.315, 1.966], [1.034, -0.885, 2.078], [2.310, -0.798, 2.713], [2.502, -2.426, -1.254], [-2.247, 1.547, 2.951], [2.675, 0.194, 3.002], [-0.423, 2.888, -2.228], [1.474, -0.238, -0.986], [-0.642, 0.745, -2.069], [0.456, 1.180, 2.313], [-2.645, 1.014, -4.018], [-3.504, 0.720, 0.356], [4.097, -1.835, 3.314], [-1.329, 1.748, 3.516], [-0.449, -2.286, 1.310], [4.844, -0.102, -0.385], [4.789, -2.709, -0.702], [3.097, -1.928, 2.883], [-2.311, 3.149, -3.823], [-3.818, -0.134, 0.973], [0.246, 0.678, -0.810], [-2.013, 2.151, -3.505], [2.742, 0.296, -0.724], [2.414, -3.485, -1.486], [-0.738, -1.375, -2.541], [-0.958, 3.793, 1.049], [-1.040, -0.613, 0.318], [-2.730, 3.822, 0.848], [0.549, -2.190, 1.752], [0.320, 0.280, 1.699], [2.835, 1.366, -0.530], [-2.660, 0.595, 3.311]],
  "lowdin_charge": [-0.06, 0.05, 0.13, -0.05, 0.03, -0.04, 0.11, 0.11, 0.00, 0.10, 0.05, -0.16, 0.13, 0.01, 0.01, 0.57, -0.03, -0.25, -0.25, 0.13, -0.04, -0.19, 0.02, 0.01, -0.17, 0.13, 0.12, -0.18, -0.18, 0.13, -0.07, -0.16, 0.13, 0.03, 0.13, 0.13, 0.05, -0.03, 0.11, 0.04, -0.20, -0.06, -0.02, 0.13, 0.09, 0.05, 0.11, 0.05, 0.01, 0.08, 0.12, 0.04]
}